Entry from the Open Molecules 2025 dataset: an isolated ion of composition C4H8N3O and charge +1 (wB97M-V/def2-TZVPD).

Each line ends with the Mulliken charge.
Cartesian coordinates (Å):
C 0.06395 -0.41169 1.84378  -0.186
C 0.06375 -1.93190 0.13425  -0.245
C -0.45374 0.62825 0.98817  -0.682
C 0.31990 0.36996 -0.42480  0.682
N 0.04546 -1.62249 1.39944  -0.057
N 0.34014 -0.96745 -0.77360  -0.136
N -0.91484 1.02046 -1.27318  -0.764
O 1.49787 1.00569 -0.60342  -0.475
H 0.63896 -0.25323 2.82945  0.373
H -0.06913 -2.90222 -0.15813  0.490
H -1.58460 0.37801 0.91330  0.318
H -0.47931 1.56467 1.48555  0.416
H 0.91757 -1.28950 -1.51822  0.339
H -0.79653 1.99077 -1.51116  0.277
H -0.82312 0.63818 -2.21788  0.251
H 1.23369 1.78247 -1.11353  0.400

Output
2S+1	3
relative energy (zero: lowest compared OMol25 entry of this formula, charge and spin)	33.3	kcal per mole
E_tot	-10783.110	eV
total charge	+1
F_max	7.13	eV/A
LUMO (spin up / spin down)	-3.718 / -8.942	eV
Kohn-Sham gap (spin up / spin down)	8.5 / 5.5	eV



Entry from the Open Molecules 2025 dataset: an isolated ion of composition C4H8N3OS and charge -1 (wB97M-V/def2-TZVPD).

Each line ends with the Mulliken charge.
Cartesian coordinates (Å):
C -0.00168 -0.17126 0.16918  1.099
C 1.45851 -0.04767 0.15365  -0.413
C -0.49745 -1.44839 0.66721  -1.291
C -2.28458 0.49324 -0.47956  -1.011
N -0.50108 1.96400 -0.78374  -1.169
N -0.78193 0.73591 -0.37420  0.673
N 2.16979 0.66949 1.02376  -0.396
O 3.52847 0.60202 0.79756  -0.280
S 2.17730 -1.01538 -1.05296  -0.637
H 0.36747 -2.19876 0.49310  0.332
H -1.34195 -1.77468 0.10890  0.404
H -0.71751 -1.35199 1.68638  0.218
H -2.65014 1.42414 -1.06863  0.284
H -2.22601 -0.34660 -1.04914  0.433
H -2.85603 0.40034 0.46416  0.240
H 0.55794 2.01231 -0.78404  0.278
H 3.59886 0.05329 0.02838  0.235

Output
2S+1	1
relative energy (zero: lowest compared OMol25 entry of this formula, charge and spin)	0.0	kcal per mole
E_tot	-21628.129	eV
total charge	-1
F_max	3.90	eV/A
LUMO (spin up / spin down)	3.562 / 3.562	eV
Kohn-Sham gap (spin up / spin down)	6.8 / 6.8	eV



Entry from the Open Molecules 2025 dataset: one molecule with the formula C4H8N3P3 (wB97M-V/def2-TZVPD).

Each line ends with the Mulliken charge.
Cartesian coordinates (Å):
C -0.95423 0.65269 -0.26293  -0.487
C 0.08776 1.26689 0.18741  0.908
C -0.34090 -1.67360 0.22822  0.356
C 1.65118 -0.38687 0.61713  0.400
N 1.38091 0.84397 0.45654  -0.519
N 0.86629 -1.55000 0.56710  -0.395
N 2.90220 -0.74882 1.04038  -0.402
P -2.55236 0.64865 -0.77419  -0.200
P 0.16492 3.07968 0.67729  -0.072
P -1.33905 -3.00517 -0.09920  -0.167
H 3.64888 -0.10782 1.35147  0.242
H 2.81332 -1.70796 1.42371  0.261
H -2.60954 -0.77593 -1.09295  -0.103
H -2.45089 1.32688 -2.01765  0.038
H -0.80258 3.60608 -0.05217  -0.026
H 1.15775 3.48645 -0.28678  0.040
H -1.18309 -2.73705 -1.59087  0.095
H -2.44057 -2.21807 -0.37250  0.030

Output
2S+1	3
E_tot	-36606.530	eV
F_max	3.89	eV/A
LUMO (spin up / spin down)	-0.224 / -1.479	eV
Kohn-Sham gap (spin up / spin down)	6.0 / 6.5	eV



Entry from the Open Molecules 2025 dataset: an isolated ion of composition C4H8N3S and charge +1 (wB97M-V/def2-TZVPD).

Each line ends with the Mulliken charge.
Cartesian coordinates (Å):
C -0.57026 0.83301 -0.73247  -0.416
C -2.24692 -0.63853 -0.08600  0.077
C 2.41673 -0.44449 -0.02193  0.019
C 2.88584 0.69772 0.83137  -0.905
N 0.53317 0.45600 -1.07818  0.034
N 1.40531 -0.38636 -0.77900  -0.304
N -3.54418 -0.94161 0.06564  -0.291
S -1.28782 0.28881 0.91323  -0.101
H -1.20799 1.36389 -1.34393  0.619
H -1.80845 -1.05711 -1.00432  0.376
H 2.78927 -1.41119 0.06307  0.439
H 3.78398 0.59770 1.40122  0.331
H 2.01259 0.77488 1.54371  0.209
H 2.74896 1.56879 0.25000  0.339
H -3.94378 -0.32682 0.72834  0.270
H -3.96645 -1.37470 -0.75075  0.304

Output
2S+1	1
relative energy (zero: lowest compared OMol25 entry of this formula, charge and spin)	98.6	kcal per mole
E_tot	-19572.977	eV
total charge	+1
F_max	3.64	eV/A
LUMO	-5.103	eV
Kohn-Sham gap	8.0	eV



Entry from the Open Molecules 2025 dataset: C4H8N4 as an isolated structure (wB97M-V/def2-TZVPD).

Each line ends with the Mulliken charge.
Cartesian coordinates (Å):
C -2.25409 0.29165 0.07948  -0.982
C -0.90435 -0.23785 0.13554  0.442
C -0.38131 -1.56138 -0.10764  -0.441
C 0.33215 0.73390 0.18573  0.384
H -2.89785 0.34248 1.12243  0.229
H -2.23397 1.13885 -0.73550  0.361
H -2.85893 -0.67407 -0.30152  0.245
H -0.64279 -2.55009 -0.63320  0.289
H 1.46524 -1.92630 -0.48220  0.322
H 2.19311 1.64976 -0.28837  0.413
H 3.57415 -0.17258 0.61242  0.247
H -0.57717 2.30224 -0.22613  0.213
N 1.00427 -1.57780 0.30894  -0.275
N 1.38237 -0.13596 0.52500  0.095
N 2.47613 0.38481 -0.32680  -0.719
N 0.32302 1.99234 0.13183  -0.826

Output
2S+1	1
relative energy (zero: lowest compared OMol25 entry of this formula, charge and spin)	187.0	kcal per mole
E_tot	-10230.133	eV
F_max	6.25	eV/A
LUMO	0.437	eV
Kohn-Sham gap	8.8	eV



Entry from the Open Molecules 2025 dataset: one molecule with the formula C4H8N4 (wB97M-V/def2-TZVPD).

Each line ends with the Mulliken charge.
Cartesian coordinates (Å):
N -0.78705 1.92870 1.16570  -0.772
N -2.01178 -0.59845 0.28729  -0.302
C -0.87050 -0.08180 -0.16408  -0.076
N -0.15249 0.75795 0.69104  0.224
H -0.40052 2.13167 2.08048  0.261
H -0.54888 2.70872 0.55645  0.248
H -2.19876 -0.59802 1.27849  0.237
H -2.73018 -0.92724 -0.33595  0.244
H -0.79203 -0.00745 -1.24149  0.394
C 1.11299 -0.97860 -0.23292  -0.278
C 1.46596 -1.42119 -1.45219  -0.623
C 1.22211 0.61882 0.30114  0.357
N 2.19995 1.31329 0.39433  -0.721
H 1.21375 -1.65594 0.61399  0.304
H 1.36392 -0.79391 -2.33357  0.250
H 1.91351 -2.39654 -1.60872  0.253

Output
2S+1	1
relative energy (zero: lowest compared OMol25 entry of this formula, charge and spin)	132.2	kcal per mole
E_tot	-10232.509	eV
F_max	0.46	eV/A
LUMO (spin up / spin down)	-0.645 / -0.441	eV
Kohn-Sham gap (spin up / spin down)	6.0 / 6.9	eV